Here is a structure of composition ClHNO3P from OMol25. Energies are from wB97M-V/def2-TZVPD.

Structure (XYZ):
```
7
Properties=species:S:1:pos:R:3:forces:R:3
Cl -3.500996 0.267262 -0.443268 -0.65 0.06 0.07
P -1.446656 0.209785 -0.376150 -1.13 0.37 -0.05
O 2.066654 -1.114236 0.787656 -0.01 -0.44 0.50
O -1.036587 1.046470 0.754949 0.37 -0.07 0.00
O 0.650354 -0.630877 -0.798929 1.21 -0.78 0.25
N 1.501197 -0.371539 0.049320 -0.27 -0.67 -1.27
H 1.766031 0.593138 0.026424 0.47 1.52 0.50
```
Positions in Å, forces in eV/Å.

The orbital gap is 0.3347 Ha. As for the total energy: -1082.541047 hartree. The net charge is 0. For the LUMO energy, the calculation gives -1.07 eV. As for the largest force on an atom: 0.03249 Eh/bohr. As for the relative energy (zero: lowest compared OMol25 entry of this formula, charge and spin): 128.7 kJ/mol.



Here is the molecule ClHO3 from OMol25. Energies are from wB97M-V/def2-TZVPD.

Structure (XYZ):
```
5
Properties=species:S:1:pos:R:3:forces:R:3
Cl -0.154923 0.006544 -0.334318 -0.17 -0.86 0.52
O 1.570032 -0.111334 0.043369 -1.65 0.43 2.09
O -0.620647 1.235910 0.258748 0.59 -0.24 -0.09
O -0.817557 -1.144007 0.276350 1.13 1.00 -0.53
H 1.579064 0.044206 1.055669 0.10 -0.33 -1.98
```
Positions in Å, forces in eV/Å.

The orbital gap is 0.4206 Ha. As for the total energy: -686.275075 hartree. The net charge is 0. For the LUMO energy, the calculation gives -0.23 eV. As for the largest force on an atom: 0.05242 Eh/bohr. As for the relative energy (zero: lowest compared OMol25 entry of this formula, charge and spin): 7.5 kJ/mol.



Here is a cluster of 2 separate species, ClHO3S in total from OMol25. Energies are from wB97M-V/def2-TZVPD.

Structure (XYZ):
```
6
Properties=species:S:1:pos:R:3:forces:R:3
Cl -2.808991 1.238815 -0.103394 -0.61 -0.19 0.77
S 1.196281 -0.694939 0.289244 3.48 -1.84 -1.41
O 0.251152 0.031430 0.942507 -4.05 2.80 1.97
O 2.177677 -1.320822 1.083689 0.78 -0.82 0.10
O 1.272923 -0.744995 -1.118082 -0.18 -0.14 -0.65
H -2.089042 1.490511 -1.093965 0.58 0.20 -0.79
```
Positions in Å, forces in eV/Å.

As for the SMILES: O=S(=O)=O.Cl. The orbital gap is 0.4057 Ha. As for the total energy: -1084.653291 hartree. The net charge is 0. For the LUMO energy, the calculation gives -0.74 eV. As for the largest force on an atom: 0.10322 Eh/bohr. As for the relative energy (zero: lowest compared OMol25 entry of this formula, charge and spin): 26.8 kJ/mol.



Here is the molecule ClHS2 from OMol25. Energies are from wB97M-V/def2-TZVPD.

Structure (XYZ):
```
4
Properties=species:S:1:pos:R:3:forces:R:3
Cl -0.334549 -0.492333 -1.939335 -0.39 0.13 0.04
S -1.065563 0.476656 -0.274182 1.38 -0.32 0.27
S 0.703351 0.608127 0.818524 -0.83 0.51 -0.41
H 0.696761 -0.592449 1.394994 -0.16 -0.32 0.10
```
Positions in Å, forces in eV/Å.

As for the SMILES: SSCl. The orbital gap is 0.3462 Ha. As for the total energy: -1257.158528 hartree. The net charge is 0. For the LUMO energy, the calculation gives -0.18 eV. As for the largest force on an atom: 0.02805 Eh/bohr. As for the relative energy (zero: lowest compared OMol25 entry of this formula, charge and spin): 0.0 kJ/mol.



Here is a structure of composition ClHg from OMol25. Energies are from wB97M-V/def2-TZVPD.

Structure (XYZ):
```
2
Properties=species:S:1:pos:R:3:forces:R:3
Hg -0.229648 0.372276 2.307184 0.05 -0.08 -0.50
Cl 0.229648 -0.372276 -2.307184 -0.05 0.08 0.50
```
Positions in Å, forces in eV/Å.

The orbital gap is 0.1247 Ha. As for the total energy: -613.108494 hartree. The net charge is +1. For the LUMO energy, the calculation gives -11.66 eV. As for the largest force on an atom: 0.00989 Eh/bohr. As for the relative energy (zero: lowest compared OMol25 entry of this formula, charge and spin): 379.5 kJ/mol.



Here is a structure of composition ClHg2 from OMol25. Energies are from wB97M-V/def2-TZVPD.

Structure (XYZ):
```
3
Properties=species:S:1:pos:R:3:forces:R:3
Hg -1.911267 -3.673498 -14.637055 -0.39 -0.74 -0.72
Hg -5.638525 -4.753617 -13.267035 0.15 -0.58 -0.91
Cl -3.955546 -5.251117 -15.241736 0.24 1.31 1.63
```
Positions in Å, forces in eV/Å.

The orbital gap is 0.2954 Ha. As for the total energy: -765.501285 hartree. The net charge is +3. For the LUMO energy, the calculation gives -19.12 eV. As for the largest force on an atom: 0.04089 Eh/bohr. As for the relative energy (zero: lowest compared OMol25 entry of this formula, charge and spin): 42.7 kJ/mol.



Q: Which of these has the highest relative energy (zero: lowest compared OMol25 entry of this formula, charge and spin)?
A: ClHg



Q: What is the relative energy (zero: lowest compared OMol25 entry of this formula, charge and spin) in the second record?
A: 7.5 kJ/mol